[1]
Molecular formula: C4H7NO4
Method: DFT, ωB97M-V with the def2-TZVPD basis set

Output
LUMO level (alpha / beta) = -0.68 / -0.21 eV
ΔE to the lowest compared entry with this formula, charge and spin = 197.0 kcal per mole
Total charge = 0
HOMO (alpha / beta) = -8.373 / -8.299 eV
Spin multiplicity = 1

CARTESIAN COORDINATES (ANGSTROEM)
C1 -2.357 -0.476 1.150
C2 1.777 -0.605 -2.733
C3 -0.233 0.156 0.569
C4 0.644 1.299 0.144
N1 0.477 -0.991 1.179
O1 1.675 -0.897 1.267
O2 -0.104 -1.991 1.565
O3 -1.481 0.327 0.684
O4 0.692 -0.127 -2.927
H1 -3.425 -0.282 1.139
H2 -2.085 -1.485 1.443
H3 2.216 -0.771 -1.673
H4 2.244 -1.138 -3.555
H5 0.187 2.000 -0.482
H6 1.514 0.818 -0.329
H7 1.167 1.801 0.929

Which charges does natural (NBO) predict for the atoms? In e, they are:
1. C -0.0414
2. C 0.2701
3. C 0.3264
4. C -0.6694
5. N 0.4721
6. O -0.4214
7. O -0.4314
8. O -0.3140
9. O -0.5000
10. H 0.1745
11. H 0.2014
12. H 0.1165
13. H 0.1145
14. H 0.2341
15. H 0.2406
16. H 0.2274

***

[2]
Molecular formula: C8H22BO4S2Sn
Method: DFT, ωB97M-V with the def2-TZVPD basis set

Output
LUMO level (alpha / beta) = 0.07 / 0.08 eV
Total charge = 0
HOMO (alpha / beta) = -5.927 / -7.659 eV
Spin multiplicity = 2

CARTESIAN COORDINATES (ANGSTROEM)
Sn1 0.435 -2.076 -0.254
B1 -1.616 -4.449 0.869
H1 -1.500 -4.236 -0.183
H2 -2.541 -4.027 1.229
H3 -1.709 -5.507 1.061
H4 -0.744 -4.071 1.380
C1 4.126 -0.843 3.549
S1 3.072 -1.906 2.412
O1 2.641 -0.997 1.250
C2 4.653 -2.758 1.742
H5 4.993 -0.379 3.079
H6 4.356 -1.373 4.473
H7 3.424 -0.058 3.831
H8 5.302 -2.161 1.101
H9 4.408 -3.628 1.133
H10 5.195 -3.142 2.606
C3 1.481 1.932 -0.769
S2 1.500 1.234 -2.497
O2 0.995 -0.220 -2.375
C4 0.006 2.192 -3.090
H11 2.100 2.828 -0.807
H12 1.858 1.205 -0.049
H13 0.450 2.189 -0.525
H14 -0.920 2.120 -2.521
H15 -0.253 1.816 -4.080
H16 0.137 3.269 -3.201
O3 -1.740 -0.092 -0.603
C5 -2.667 0.745 -0.609
O4 -3.750 0.536 -1.428
C6 -4.493 1.796 -1.563
C7 -3.677 2.865 -0.864
C8 -2.775 2.008 0.088
H17 -5.427 1.714 -1.007
H18 -4.675 2.075 -2.600
H19 -4.352 3.632 -0.484
H20 -3.167 3.417 -1.654
H21 -3.282 1.822 1.035
H22 -1.846 2.527 0.326

Which charges does natural (NBO) predict for the atoms? In e, they are:
1. Sn 0.8207
2. B -0.8061
3. H -0.0392
4. H -0.0114
5. H 0.0091
6. H -0.0547
7. C -0.7904
8. S 1.2089
9. O -1.0016
10. C -0.7798
11. H 0.2354
12. H 0.2359
13. H 0.2337
14. H 0.2385
15. H 0.2373
16. H 0.2215
17. C -0.7899
18. S 1.2080
19. O -0.9857
20. C -0.8147
21. H 0.2251
22. H 0.2670
23. H 0.2236
24. H 0.2260
25. H 0.2437
26. H 0.2287
27. O -0.5885
28. C 0.7864
29. O -0.4713
30. C -0.0740
31. C -0.4267
32. C -0.5366
33. H 0.1846
34. H 0.1984
35. H 0.2296
36. H 0.2046
37. H 0.2602
38. H 0.2437

***

[3]
Molecular formula: C4H5NS
Method: DFT, ωB97M-V with the def2-TZVPD basis set

Output
LUMO level = 0.94 eV
ΔE to the lowest compared entry with this formula, charge and spin = 0.0 kcal per mole
Total charge = 0
HOMO = -9.251 eV
Spin multiplicity = 1

CARTESIAN COORDINATES (ANGSTROEM)
N1 0.031 -0.942 0.417
S1 -1.251 -1.822 1.154
C1 -0.409 0.129 -0.184
C2 -2.412 -0.653 0.703
C3 -1.859 0.320 -0.069
C4 0.418 1.137 -0.935
H1 -3.477 -0.720 0.957
H2 -2.388 1.130 -0.543
H3 0.260 0.991 -2.025
H4 1.476 0.999 -0.704
H5 0.100 2.178 -0.686

Which charges does natural (NBO) predict for the atoms? In e, they are:
1. N -0.5745
2. S 0.5779
3. C 0.2030
4. C -0.4062
5. C -0.3118
6. C -0.6496
7. H 0.2442
8. H 0.2243
9. H 0.2304
10. H 0.2363
11. H 0.2259

***

Number 1: E_tot -512.06853 Ha. Number 2: E_tot -1654.22137 Ha. Number 3: E_tot -608.35067 Ha.